1.
C45H68NO2P2SiTa as an isolated structure in a non-equilibrium geometry, computed with the ωB97M-V functional and the def2-TZVPD basis.

The calculated total energy comes out at -81348.9934 eV. For the highest occupied orbital energy, the calculation gives -0.5107 hartree. The net charge is +2. Its frontier orbital gap is 7.11 eV.

```
120
Properties=species:S:1:pos:R:3:lowdin_charge:R:1
Ta -1.03670 -1.23569 0.15754 1.490
C -2.81632 -0.14081 3.51497 -0.171
Si -1.90391 0.48989 1.98397 0.610
C -3.19443 1.55373 1.10042 -0.295
C -4.19359 2.20851 1.81967 -0.076
C -5.21357 2.89688 1.17864 -0.040
C -5.26039 2.92979 -0.20623 -0.037
C -4.27241 2.29437 -0.94274 -0.067
C -3.24213 1.61604 -0.29673 -0.379
P -1.84228 0.90998 -1.20429 1.071
C -2.26872 0.52081 -2.95337 -0.400
C -2.35982 1.72400 -3.89971 -0.179
C -2.37695 1.21002 -5.35008 -0.164
C -3.16307 -0.10682 -5.49239 -0.181
C -4.21597 -0.22915 -4.39386 -0.178
C -3.53572 -0.36483 -3.02357 -0.189
C -0.51135 2.21484 -1.09116 -0.370
C -1.08250 3.63918 -1.05866 -0.189
C 0.05779 4.62279 -0.77728 -0.159
C 1.24262 4.46325 -1.75881 -0.169
C 0.96294 3.39682 -2.81459 -0.192
C 0.60035 2.06049 -2.16376 -0.198
C -0.36077 1.51062 2.40207 -0.316
C -0.51845 2.83392 2.81438 -0.079
C 0.57511 3.62928 3.12154 -0.049
C 1.85553 3.10248 3.02965 -0.039
C 2.03715 1.78874 2.62405 -0.073
C 0.94069 0.98890 2.30106 -0.368
P 1.15535 -0.76103 1.82089 1.052
C 1.39246 -1.68932 3.41773 -0.406
C 0.09146 -1.71249 4.22150 -0.241
C 0.23856 -2.56170 5.48599 -0.181
C 1.37861 -2.04039 6.35668 -0.187
C 2.67562 -1.99921 5.55413 -0.178
C 2.52103 -1.13773 4.29705 -0.190
C 2.67819 -1.01784 0.78603 -0.416
C 2.79850 -2.54585 0.53363 -0.213
C 3.96681 -3.14588 1.31365 -0.180
C 5.30102 -2.54878 0.83380 -0.169
C 5.12231 -1.10042 0.35426 -0.174
C 4.03479 -0.40173 1.17285 -0.194
H -2.95589 0.67564 4.22696 0.050
H -2.31391 -0.94379 4.04939 0.001
H -3.80342 -0.49188 3.20897 0.046
H -4.18343 2.17892 2.90285 0.104
H -5.97816 3.39515 1.75987 0.119
H -6.05963 3.45100 -0.71576 0.120
H -4.31200 2.33875 -2.02119 0.096
H -1.40860 -0.07565 -3.27473 0.083
H -1.51480 2.39898 -3.76437 0.086
H -3.26468 2.29768 -3.70531 0.103
H -1.35201 1.06731 -5.69910 0.102
H -2.82342 1.98049 -5.97931 0.120
H -2.48694 -0.96529 -5.42666 0.107
H -3.63292 -0.15324 -6.47396 0.117
H -4.85434 -1.09537 -4.56584 0.119
H -4.86381 0.65089 -4.41232 0.119
H -3.24786 -1.40539 -2.86625 0.100
H -4.24637 -0.10238 -2.23706 0.101
H -0.07254 2.03544 -0.10428 0.085
H -1.82780 3.73294 -0.26996 0.107
H -1.57338 3.88451 -2.00298 0.116
H 0.40361 4.45864 0.24652 0.097
H -0.34146 5.63627 -0.81768 0.118
H 2.14415 4.18330 -1.20859 0.112
H 1.45500 5.40982 -2.25453 0.114
H 1.84497 3.26073 -3.44267 0.119
H 0.15827 3.73139 -3.47336 0.107
H 1.49201 1.64495 -1.68895 0.107
H 0.30696 1.34980 -2.93805 0.063
H -1.51848 3.24910 2.88734 0.110
H 0.42874 4.65616 3.43041 0.121
H 2.71405 3.70932 3.28512 0.120
H 3.04011 1.39010 2.56735 0.089
H 1.64042 -2.71541 3.12067 0.114
H -0.71428 -2.10905 3.60160 0.045
H -0.17118 -0.68796 4.50389 0.115
H 0.44496 -3.59931 5.20396 0.120
H -0.70012 -2.55187 6.04351 0.118
H 1.49807 -2.67622 7.23434 0.120
H 1.13498 -1.03565 6.71448 0.123
H 2.95868 -3.01643 5.26592 0.121
H 3.48499 -1.59662 6.16432 0.122
H 3.46785 -1.12122 3.76186 0.086
H 2.28183 -0.11261 4.59055 0.120
H 2.37965 -0.54457 -0.14869 0.062
H 2.95623 -2.71725 -0.53353 0.104
H 1.86749 -3.06770 0.79035 0.084
H 3.97190 -4.23003 1.19866 0.119
H 3.83073 -2.94568 2.38057 0.096
H 5.70733 -3.15375 0.02161 0.115
H 6.02550 -2.59086 1.64798 0.117
H 4.84353 -1.08460 -0.70189 0.100
H 6.05820 -0.54956 0.44375 0.121
H 4.02942 0.66717 0.95953 0.108
H 4.27983 -0.53208 2.22577 0.093
N -1.64663 -3.54410 1.77993 0.043
C -2.81020 -3.90419 0.92590 -0.097
C -2.82375 -2.65001 0.09415 -0.659
O -2.12515 -2.62997 -0.96884 -0.056
O -3.13552 -1.55417 0.64053 -0.110
H -1.07307 -4.35893 1.96433 0.112
H -1.99001 -3.22098 2.67716 0.082
H -3.73310 -4.05815 1.47954 0.141
H -2.58346 -4.76566 0.30626 0.139
C 1.57174 -2.96910 -3.95345 -0.024
C 1.69925 -1.46309 -3.65518 -0.594
C 1.09342 -0.65664 -4.81564 -0.027
C 3.17556 -1.08013 -3.46653 -0.023
C 0.97628 -1.19296 -2.41333 -0.069
C 0.40105 -0.99624 -1.35228 -0.203
H 2.11441 -3.20433 -4.86889 0.100
H 0.52575 -3.24892 -4.08319 0.093
H 1.98728 -3.56434 -3.13934 0.087
H 1.57630 -0.96368 -5.74322 0.103
H 1.25561 0.41430 -4.68856 0.084
H 0.02310 -0.84856 -4.91238 0.073
H 3.69815 -1.17168 -4.41895 0.102
H 3.65996 -1.74575 -2.75103 0.075
H 3.27715 -0.05132 -3.11701 0.089
```

=====

2.
C45H72ClF18I3N4O10S as an isolated structure in a non-equilibrium geometry, computed with the ωB97M-V functional and the def2-TZVPD basis.

The calculated total energy comes out at -170811.4881 eV. For the highest occupied orbital energy, the calculation gives -0.3141 hartree. Its frontier orbital gap is 7.29 eV.

```
154
Properties=species:S:1:pos:R:3:lowdin_charge:R:1
C 3.24325 5.41672 -2.27214 0.056
C 3.02487 4.50509 -3.34700 -0.063
C 2.81815 3.28400 -4.46264 -0.207
C 2.58816 1.88214 -3.56883 -0.788
I 2.13561 0.35182 -5.05440 0.907
C 4.10462 1.61460 -2.91047 -0.187
C 4.18142 1.96061 -1.30707 -0.232
C 5.74874 2.33332 -0.85810 -0.537
Cl 5.71139 3.68750 0.40813 0.429
O 1.56494 2.21981 -2.60330 -0.168
C 0.75673 1.11798 -2.10450 -0.204
F 1.67881 0.04454 -1.67278 -0.068
C -0.17251 1.48026 -0.77048 -0.304
C -0.79682 3.00014 -1.10919 -0.152
C -1.76608 2.97638 -2.47205 -0.166
C -1.11523 3.90389 -3.70238 -0.189
S -2.38453 4.11827 -5.11446 0.797
O -1.86341 5.32088 -5.96449 -0.386
O -3.83318 4.29259 -4.59939 -0.358
O -2.29114 2.73503 -6.16374 -0.243
C 0.73142 1.70137 0.60220 -0.525
I 1.41542 3.69223 1.34580 0.743
C 1.16306 0.57447 1.51849 -0.659
C 0.76472 -0.98213 1.27528 -0.161
I 2.37974 0.98658 3.34663 0.788
N -1.39377 0.66276 -0.58072 -0.134
C -2.12465 0.87894 0.71435 -0.130
C -3.41112 1.65875 0.75079 0.043
C -1.50035 -0.67701 -1.17454 -0.180
C -2.43723 -0.82678 -2.52605 -0.049
C -4.06214 -0.55078 -2.23514 -0.168
F -4.46723 -0.86706 -0.84540 0.005
F -4.19279 0.95067 -2.35121 -0.018
C -4.85350 -1.37745 -3.40412 -0.095
F -4.71253 -2.87110 -3.21513 0.029
F -4.06322 -1.11740 -4.66990 0.013
C -6.37088 -0.89162 -3.75052 -0.070
F -6.76398 -1.67989 -4.98202 0.020
F -6.37460 0.53741 -4.24231 0.043
C -7.52302 -1.21225 -2.63629 -0.061
F -6.99867 -2.13455 -1.55328 0.029
F -8.57555 -2.08132 -3.29051 0.032
C -8.11806 0.06346 -1.82466 -0.080
F -8.79364 -0.49309 -0.59193 0.038
F -6.91935 0.80128 -1.27002 0.034
C -9.02572 1.14649 -2.57811 -0.082
F -8.26110 2.38732 -2.98188 0.044
F -10.01342 1.66745 -1.55525 0.037
C -9.91233 0.71355 -3.86348 -0.089
F -9.17187 0.19047 -5.03435 0.052
F -10.55791 1.99105 -4.35886 0.031
C -11.16867 -0.30124 -3.57502 -0.123
F -11.20089 -1.27858 -4.72142 0.036
F -11.17476 -0.94254 -2.24385 0.060
F -12.45729 0.47823 -3.68324 0.030
H 3.39233 5.81607 -1.15788 0.061
H 3.77240 3.20623 -5.16084 0.126
H 1.84072 3.58053 -5.06267 0.102
H 4.36919 0.49461 -3.16790 0.093
H 4.91472 2.27474 -3.48486 0.120
H 3.51894 2.87348 -0.96893 0.053
H 3.93020 0.95745 -0.72267 0.121
H 6.22650 1.38485 -0.34438 0.089
H 6.40202 2.70313 -1.76142 0.084
H -0.00227 0.82449 -2.94455 0.121
H -1.48280 3.40797 -0.25023 0.105
H 0.00685 3.80960 -1.32532 0.077
H -1.89206 1.90697 -2.92690 0.084
H -2.82810 3.42272 -2.26894 0.110
H -0.69753 4.92976 -3.31827 0.120
H -0.26383 3.21788 -4.18119 0.093
H -1.32975 2.63695 -6.49635 0.106
H 1.22694 -1.63473 2.16315 0.059
H -0.40377 -1.21762 1.32897 0.078
H 1.15614 -1.47847 0.29353 0.080
H -1.73077 0.46740 1.73691 0.116
H -4.29575 1.19621 1.38629 0.084
H -3.61273 2.64845 0.15776 0.073
H -0.49332 -1.25322 -1.42462 0.136
H -2.02089 -1.38591 -0.36317 0.141
H -2.34451 -1.97219 -2.84957 0.145
H -2.02203 -0.20800 -3.42734 0.121
C 2.97184 -6.41964 5.71204 -0.112
O 2.19691 -5.82147 6.74479 -0.197
C 2.94653 -5.56338 7.93786 -0.201
C 3.16153 -4.05234 8.12982 -0.204
N 4.09815 -3.51794 7.13503 -0.055
C 4.12513 -2.05094 7.07877 -0.191
C 2.82010 -1.32921 6.68363 -0.221
O 2.42229 -1.54260 5.32948 -0.305
C 1.70176 -2.74759 5.10843 -0.095
H 2.28803 -6.75516 4.92753 0.091
H 3.65933 -5.69721 5.27334 0.072
H 3.52708 -7.28637 6.08328 0.084
H 3.89368 -6.11475 7.96218 0.121
H 2.33410 -5.92894 8.76983 0.119
H 3.55948 -3.86979 9.13377 0.121
H 2.18365 -3.56936 8.05417 0.097
H 3.84306 -3.86390 6.21609 0.064
H 4.89267 -1.78472 6.34035 0.119
H 4.47422 -1.66474 8.04421 0.117
H 3.01297 -0.25484 6.76774 0.113
H 1.99485 -1.53666 7.37306 0.111
H 1.08618 -3.03155 5.96649 0.093
H 2.39105 -3.54964 4.84319 0.071
H 1.04051 -2.59450 4.24871 0.072
C -4.98637 9.23412 -0.34263 -0.113
O -4.83548 9.80246 -1.63843 -0.197
C -4.06108 11.00756 -1.64141 -0.203
C -2.69362 10.77457 -2.30629 -0.205
N -1.83102 9.93454 -1.46800 -0.057
C -0.63539 9.43976 -2.16200 -0.193
C -0.84956 8.52597 -3.38643 -0.206
O -1.40249 7.24826 -3.07137 -0.209
C -2.81773 7.23292 -2.94139 -0.082
H -5.73995 8.44431 -0.40560 0.091
H -4.05381 8.78372 -0.00428 0.070
H -5.32525 9.98095 0.38176 0.087
H -3.95711 11.43838 -0.63877 0.119
H -4.61796 11.72833 -2.25069 0.119
H -2.20447 11.74042 -2.47213 0.121
H -2.87634 10.30986 -3.27885 0.099
H -2.36032 9.13293 -1.14169 0.063
H -0.05883 8.87450 -1.41815 0.116
H -0.01407 10.29546 -2.45330 0.116
H 0.14001 8.32236 -3.80815 0.121
H -1.41738 9.01366 -4.18588 0.113
H -3.30755 7.95180 -3.60405 0.099
H -3.09763 7.40975 -1.90258 0.071
H -3.17151 6.22993 -3.20343 0.062
C 4.55571 -7.69288 2.48073 -0.113
O 5.08380 -8.31645 3.64571 -0.210
C 4.62691 -9.66235 3.82395 -0.203
C 5.76850 -10.66265 3.57403 -0.204
N 6.12776 -10.71517 2.15254 -0.057
C 7.38625 -11.42387 1.88813 -0.194
C 8.67494 -10.84102 2.50432 -0.218
O 9.06944 -9.58517 1.95230 -0.181
C 8.41229 -8.45888 2.51768 -0.099
H 4.79543 -6.62715 2.52963 0.090
H 5.01356 -8.10016 1.57990 0.072
H 3.46818 -7.80258 2.42973 0.086
H 3.74718 -9.88834 3.21019 0.122
H 4.32352 -9.74665 4.87357 0.115
H 5.45315 -11.65866 3.90288 0.122
H 6.61831 -10.35086 4.18709 0.098
H 6.21737 -9.76989 1.79531 0.063
H 7.51086 -11.43459 0.79744 0.119
H 7.27716 -12.46990 2.19964 0.116
H 9.48547 -11.53616 2.26273 0.119
H 8.63976 -10.79597 3.59799 0.108
H 8.17207 -8.60062 3.57505 0.089
H 7.51503 -8.22525 1.94401 0.066
H 9.08245 -7.59673 2.43169 0.090
```

=====

3.
A 10-piece molecular cluster, C45H73NO11S9 overall in a non-equilibrium geometry, computed with the ωB97M-V functional and the def2-TZVPD basis.

The calculated total energy comes out at -169367.4719 eV. For the highest occupied orbital energy, the calculation gives -0.2971 hartree. Its frontier orbital gap is 8.09 eV.

```
139
Properties=species:S:1:pos:R:3:lowdin_charge:R:1
O -0.57973 -2.48566 -1.10803 0.081
C 0.09171 -1.97802 -0.23499 -0.266
C 0.73427 -2.80477 0.93569 -0.049
C 1.38495 -4.10465 0.72865 0.000
C 1.97265 -4.74185 1.91490 -0.044
C 1.94365 -4.12857 3.25939 -0.002
C 1.28037 -2.82032 3.44045 -0.095
C 1.32201 -2.23157 4.87105 -0.132
C 2.64924 -1.99515 5.51389 0.008
C 2.51739 -1.46893 6.88255 -0.063
C 1.25801 -1.19947 7.56996 -0.133
N 0.06391 -1.39293 6.93499 0.039
C 0.15080 -1.87722 5.66990 -0.113
C 0.67751 -2.16973 2.27659 -0.008
C -0.03882 -0.78384 2.38493 -0.267
O -0.80788 -0.46846 3.26389 0.099
C 0.27612 0.19931 1.20070 -0.064
C 0.48510 1.63095 1.36670 -0.004
C 0.78238 2.39702 0.13113 -0.047
C 0.89461 1.77483 -1.18817 0.001
C 0.68660 0.31000 -1.36581 -0.085
C 0.80872 -0.39218 -2.76926 -0.121
C 2.05213 0.15267 -3.60200 -0.150
C 3.42765 -0.45349 -3.18892 -0.185
C 4.59378 0.46510 -3.12930 -0.036
C 5.93992 -0.00184 -2.76000 -0.088
C 6.19588 -1.42286 -2.41389 -0.094
C 5.04007 -2.32865 -2.50712 -0.090
C 3.69182 -1.85639 -2.87842 -0.040
C 0.35913 -0.43462 -0.14166 -0.016
H 1.39359 -4.53743 -0.29580 0.110
H 2.50571 -5.71807 1.84656 0.096
H 2.42990 -4.62777 4.13312 0.085
H 3.61810 -2.21080 5.01495 0.098
H 3.46400 -1.27926 7.45508 0.092
H 1.30427 -0.82169 8.64364 0.084
H -0.83440 -2.03147 5.15098 0.114
H 0.39629 2.09755 2.37377 0.110
H 0.94064 3.52019 0.22848 0.084
H 1.13518 2.39370 -2.08170 0.083
H 0.94793 -1.49995 -2.65935 0.086
H -0.13283 -0.20744 -3.38206 0.112
H 1.89239 -0.02385 -4.70570 0.126
H 2.13077 1.26573 -3.47496 0.093
H 4.46934 1.55918 -3.34820 0.103
H 6.80980 0.69402 -2.71986 0.086
H 7.21630 -1.77126 -2.11844 0.088
H 5.23442 -3.40399 -2.27104 0.088
H 2.84645 -2.58733 -2.93472 0.098
C 2.50204 7.09401 -2.51812 -0.285
S 1.71953 6.01142 -1.31092 0.817
O 1.28545 4.77812 -2.02781 -0.555
C 0.25497 7.03321 -1.06207 -0.270
H 3.42998 6.62968 -2.84730 0.046
H 1.84132 7.23292 -3.37597 0.059
H 2.72590 8.05536 -2.05569 0.046
H -0.26511 7.17496 -2.01076 0.056
H 0.55053 7.99779 -0.64689 0.052
H -0.40471 6.52429 -0.35913 0.047
C -2.28574 3.29910 -6.29686 -0.266
S -1.87066 2.14824 -4.97537 0.798
O -0.61840 1.43808 -5.36704 -0.566
C -3.24096 1.02364 -5.27329 -0.265
H -1.52687 4.08137 -6.32156 0.046
H -2.30016 2.77661 -7.25455 0.058
H -3.26059 3.74507 -6.09520 0.034
H -3.19528 0.64174 -6.29482 0.062
H -4.18254 1.55393 -5.10686 0.005
H -3.16352 0.19144 -4.57214 0.048
C 3.22613 3.07919 10.32683 -0.272
S 2.41145 1.60326 10.96366 0.822
O 2.37642 0.60309 9.85893 -0.566
C 0.76645 2.32857 11.08482 -0.269
H 4.27225 2.83940 10.13923 0.049
H 2.75301 3.39312 9.39542 0.059
H 3.16542 3.87719 11.06811 0.052
H 0.44586 2.68908 10.10630 0.060
H 0.78294 3.15031 11.80219 0.052
H 0.07654 1.55976 11.43205 0.052
C -5.50419 2.92392 -1.97336 -0.262
S -6.13198 3.57850 -3.53111 0.848
O -5.21615 3.10719 -4.61434 -0.578
C -5.72555 5.29988 -3.19204 -0.258
H -5.62296 1.84061 -1.98175 0.055
H -4.44690 3.17119 -1.86333 0.064
H -6.07663 3.34291 -1.14504 0.029
H -4.65474 5.39976 -3.00638 0.058
H -6.29204 5.64257 -2.32516 0.057
H -6.00042 5.89591 -4.06207 0.051
C 6.78176 9.75602 -4.80162 -0.271
S 5.27066 9.83721 -3.82316 0.811
O 5.19168 8.58351 -3.02062 -0.558
C 4.13430 9.66085 -5.21136 -0.270
H 7.63254 9.80936 -4.12319 0.051
H 6.81699 8.81663 -5.35494 0.059
H 6.81544 10.60090 -5.49088 0.053
H 4.33403 8.72721 -5.73947 0.061
H 4.25143 10.50852 -5.88793 0.053
H 3.11604 9.64724 -4.82276 0.045
C -2.44936 -4.00720 -3.13651 -0.278
S -2.35139 -5.56718 -4.03081 0.805
O -3.14615 -5.41562 -5.28505 -0.568
C -3.35104 -6.51476 -2.86954 -0.291
H -1.91656 -3.24826 -3.70860 0.048
H -3.49270 -3.70888 -3.02167 0.059
H -1.97978 -4.11642 -2.15927 0.031
H -4.33809 -6.06113 -2.77095 0.062
H -2.85396 -6.54554 -1.89975 0.050
H -3.45576 -7.52917 -3.25256 0.025
C -3.50953 -11.13831 -0.22545 -0.271
S -3.94059 -9.89736 -1.45951 0.795
O -4.26914 -8.64039 -0.73121 -0.549
C -5.49801 -10.65549 -1.95731 -0.268
H -2.57392 -10.84115 0.24716 0.051
H -4.29413 -11.20034 0.52980 0.058
H -3.37753 -12.10576 -0.71203 0.052
H -6.15930 -10.74754 -1.09447 0.058
H -5.30313 -11.63833 -2.38891 0.053
H -5.96628 -10.01816 -2.70717 0.051
C -7.97951 2.17689 1.12084 -0.264
S -8.76289 2.00522 -0.49433 0.779
O -9.27588 3.34820 -0.88704 -0.553
C -10.16838 1.03533 0.08041 -0.268
H -7.08613 2.79008 1.00634 0.039
H -8.66506 2.66137 1.81734 0.059
H -7.69591 1.19221 1.49501 0.057
H -10.71703 1.59118 0.84208 0.058
H -9.81431 0.08736 0.48795 0.055
H -10.82251 0.84142 -0.76928 0.052
C 6.20008 -4.57050 3.62428 -0.264
S 5.61864 -6.13415 4.30649 0.818
O 4.13819 -6.03450 4.44758 -0.560
C 6.33193 -5.90623 5.94544 -0.270
H 5.83105 -4.48346 2.60255 0.052
H 5.81881 -3.73970 4.21968 0.048
H 7.29086 -4.55931 3.61695 0.053
H 5.94238 -4.99248 6.39691 0.058
H 7.41862 -5.85311 5.86526 0.052
H 6.05663 -6.76148 6.56213 0.051
```